ORCA calculation (ωB97M-V/def2-TZVPD) on a single C4H4F2O3 molecule in a non-equilibrium geometry.

Properties
Relative energy (zero: lowest compared OMol25 entry of this formula, charge and spin) = 0.000 eV
Maximum force = 4.4 eV/Å
Molar mass = 138.1 g mol⁻¹
Net charge = 0
SMILES string = COC(=O)OC=C(F)F

Structure (XYZ):
```
13
C4H4F2O3 (ωB97M-V/def2-TZVPD)
C -2.29470 0.64764 0.06702
O -1.93467 -0.65688 0.28720
C -0.68351 -1.12235 0.04165
O -0.39775 -2.27078 0.01913
O 0.28991 -0.08321 -0.07753
C 1.60049 -0.39350 -0.06398
C 2.65659 0.45570 -0.15950
F 2.54640 1.77264 -0.04355
F 3.92305 0.07558 -0.03659
H -1.53250 1.41809 0.18085
H -3.11946 0.90267 0.84940
H -2.82615 0.72254 -0.97295
H 1.77231 -1.46814 -0.09115
```